Entry 1:
# C35H44As2ClFeN6O14

A structure of composition C35H44As2ClFeN6O14 at a distorted geometry (the ωB97M-V functional and the def2-TZVPD basis, the OMol25 dataset).

Its total energy is -243205.9657 eV. The charge is -1. The multiplicity is 5. The value obtained for the highest occupied orbital energy (alpha / beta) is -5.695 / -5.692 eV. Its frontier orbital gap (alpha / beta) is 7.5 / 7.4 eV. Its expectation value of S² is 6.01.

```
103
Properties=species:S:1:pos:R:3:forces:R:3
Fe -1.039 0.041 -0.132 0.0681 0.2644 -0.3172
N -1.413 1.741 -1.967 0.0679 -0.1319 0.6819
C -2.487 1.199 -2.803 -0.1760 -0.0794 -0.2480
C -1.967 0.102 -3.715 0.1742 -0.2820 0.3950
C -1.329 -1.142 -3.035 -0.7849 0.4279 -1.0406
O -1.392 -2.191 -3.668 0.0036 -0.2286 0.0544
O -0.714 -0.982 -1.938 0.3050 0.3113 2.0573
H -1.718 2.588 -1.498 0.0649 0.0428 -0.0652
H -0.630 1.985 -2.566 -0.0602 -0.0163 0.1591
H -2.946 1.984 -3.432 0.0510 -0.1607 0.1617
H -3.258 0.786 -2.152 0.0353 0.1611 -0.0472
H -1.184 0.514 -4.357 -0.1540 -0.0638 -0.0643
H -2.775 -0.259 -4.355 0.1051 0.0295 0.0097
O 2.052 1.555 2.444 0.1643 0.2213 0.2717
C 1.015 1.256 1.862 -0.4352 -0.1947 -0.1123
O 0.861 0.397 0.952 -0.7684 -0.3781 -0.5003
C -0.272 1.992 2.272 -0.0194 -0.0554 -0.4656
C -0.328 2.677 3.501 -0.1563 0.3557 0.1990
C -1.452 3.389 3.820 0.2273 -0.2630 -0.2106
C -2.521 3.425 2.898 0.1465 -0.2099 -0.2793
C -3.686 4.188 3.110 -0.2458 0.0714 -0.0803
C -4.660 4.250 2.149 0.1006 0.1559 0.3837
C -4.528 3.518 0.962 0.1861 -0.2282 -0.2443
C -3.422 2.741 0.742 -0.2089 0.0557 -0.0934
C -2.384 2.687 1.690 -0.2897 0.5346 0.4539
N -1.265 1.979 1.406 0.4293 -0.6833 0.1240
H 0.542 2.641 4.139 0.0480 -0.0231 0.0107
H -1.531 3.951 4.741 0.0264 -0.0270 0.0888
H -3.789 4.722 4.045 -0.0082 0.1099 0.0276
H -5.534 4.868 2.296 -0.0868 0.0120 0.0815
H -5.309 3.564 0.217 -0.0557 -0.0568 -0.0941
H -3.319 2.128 -0.136 -0.1298 -0.0772 -0.1765
C -0.218 -1.690 3.004 0.3281 0.1272 0.0507
N -0.488 -2.786 3.936 0.1994 0.0278 0.1340
C -0.688 -4.009 3.163 0.0943 -0.1571 0.0562
N -1.766 -3.879 2.198 0.0771 -0.2280 -0.1746
C -1.470 -2.770 1.294 -0.1357 -0.1906 -0.2414
N -1.300 -1.507 2.034 0.0522 0.3626 -0.5290
C -2.521 -1.238 2.798 -0.4132 0.2073 0.0010
N -2.848 -2.327 3.710 -0.1544 0.0946 0.1981
C -1.735 -2.497 4.632 -0.0486 0.0034 0.2188
C -2.990 -3.547 2.914 -0.3069 -0.1465 0.0275
H 0.710 -1.889 2.468 0.0154 0.0661 -0.0229
H -0.101 -0.771 3.586 0.0583 0.0021 -0.0957
H -0.930 -4.822 3.858 0.0540 0.0235 -0.0624
H 0.241 -4.255 2.642 -0.0114 -0.0022 -0.0265
H -2.301 -2.665 0.592 0.1394 0.0236 0.0630
H -0.551 -2.980 0.742 0.0467 0.0094 0.0108
H -3.360 -1.102 2.121 0.1489 0.0212 -0.0215
H -2.377 -0.318 3.375 0.0210 -0.0068 -0.0269
H -1.961 -3.321 5.317 0.0314 0.0545 -0.0266
H -1.615 -1.577 5.214 0.0076 -0.0557 -0.0130
H -3.788 -3.396 2.183 0.0013 -0.0452 0.0525
H -3.250 -4.374 3.582 -0.0012 0.0314 -0.0341
Cl -5.846 0.853 -1.516 -0.0984 0.3316 -0.3500
C -5.673 -0.177 -0.089 0.4543 -0.6116 0.4697
C -4.297 -0.930 -0.042 -1.1342 0.2251 -0.1178
O -4.353 -2.147 0.066 -0.0363 -0.4917 0.0751
O -3.289 -0.182 -0.046 1.3253 0.7387 -0.1775
H -6.481 -0.907 -0.098 0.1108 0.1385 -0.0053
H -5.741 0.474 0.784 -0.0429 -0.0663 -0.0393
C 1.796 3.809 -0.576 0.1666 0.4280 0.1016
O 1.637 2.570 -1.242 -0.1413 -0.2466 -0.0717
C 1.774 2.553 -2.576 0.2447 0.9477 0.0003
O 1.994 3.549 -3.230 -0.0222 -0.2026 0.0988
C 1.730 1.171 -3.078 -0.1933 -0.6698 -0.4990
C 1.363 0.899 -4.336 0.2528 -0.1391 0.5152
As 1.778 -0.718 -5.351 0.0054 0.1042 -0.1940
C 0.054 -1.102 -6.242 0.0477 -0.0643 0.0178
C 1.729 -1.980 -3.879 0.1638 0.2292 0.4976
C 2.096 -1.780 -2.612 -0.2637 0.3532 -0.6772
As 2.354 -0.076 -1.699 0.8253 0.0771 -0.3908
C 4.247 0.095 -2.392 -0.2469 0.0016 0.1102
C 2.431 -2.890 -1.707 0.4017 -0.8375 0.2310
O 2.894 -3.960 -2.025 -0.1019 0.1858 0.0687
O 2.312 -2.502 -0.421 -0.2998 0.1637 -0.0577
C 2.753 -3.402 0.578 0.2416 -0.2985 0.0343
C 1.424 -3.285 -4.478 0.0173 -0.6416 -0.5750
O 1.736 -3.516 -5.635 -0.1252 -0.1317 0.2601
O 0.718 -4.096 -3.722 0.0290 0.0697 0.3021
C 0.200 -5.250 -4.355 -0.0203 -0.2515 -0.3100
C 0.864 1.932 -5.250 -0.1010 0.5926 -0.8174
O 1.245 2.033 -6.395 -0.1628 0.1063 0.2545
O -0.120 2.682 -4.732 -0.0376 -0.2964 0.2512
C -0.650 3.694 -5.570 0.0299 0.2143 -0.3269
H 2.146 3.572 0.426 -0.0143 -0.0217 0.0090
H 0.838 4.332 -0.518 0.0556 -0.0200 -0.0666
H 2.521 4.428 -1.112 -0.1420 -0.0298 0.1437
H -0.346 -0.194 -6.694 0.0949 0.0706 0.0601
H -0.655 -1.529 -5.536 -0.0260 0.0606 0.0173
H 0.238 -1.831 -7.031 0.1759 0.1126 0.0695
H 4.258 -0.051 -3.475 0.0139 0.0242 0.1562
H 4.894 -0.647 -1.919 -0.0825 0.0094 0.0381
H 4.622 1.091 -2.151 -0.0007 -0.0138 0.0001
H 2.975 -2.796 1.456 -0.0545 -0.0409 -0.0419
H 3.645 -3.931 0.232 -0.1002 0.0339 0.1331
H 1.974 -4.134 0.805 0.0477 0.0489 -0.0321
H -0.229 -5.866 -3.569 0.0227 0.0572 -0.0132
H 0.993 -5.783 -4.884 -0.1008 -0.0180 0.0656
H -0.574 -4.954 -5.068 0.0459 -0.0490 0.0648
H -1.185 4.385 -4.924 0.0001 -0.0613 0.0133
H -1.331 3.253 -6.302 0.0350 0.0554 0.0160
H 0.157 4.208 -6.094 -0.0871 0.0069 0.0299
```
Forces are in eV/Å.

Atomic partial charges in e from the Mulliken method, atoms 1 to 99: Fe 3.206; N -0.119; C -0.283; C 0.688; C -0.331; O -0.779; O -0.306; H 0.226; H -0.477; H 0.423; H -0.689; H -0.780; H 0.567; O -0.826; C -0.378; O -0.423; C 0.712; C -0.974; C -1.080; C 1.192; C -0.902; C -0.644; C -1.123; C 0.268; C -0.291; N 0.939; H 0.579; H 0.423; H 0.412; H 0.395; H 0.467; H 0.034; C -0.670; N 0.149; C -0.577; N 0.179; C -0.871; N 1.418; C -0.790; N 0.119; C -0.711; C -0.725; H -0.319; H 0.249; H 0.368; H 0.220; H 0.313; H -0.085; H -0.056; H 0.243; H 0.357; H 0.341; H 0.381; H 0.363; Cl -0.218; C -0.457; C -0.070; O -0.728; O 0.036; H 0.447; H 0.181; C -1.010; O -0.151; C -0.551; O -0.654; C -0.117; C 2.072; As -0.191; C -0.948; C 1.413; C 0.218; As 1.581; C -1.257; C -0.559; O -0.644; O -0.222; C -1.027; C -0.299; O -0.665; O 0.056; C -0.872; C -0.472; O -0.609; O -0.068; C -1.003; H 0.279; H 0.244; H 0.414; H 0.373; H 0.224; H 0.392; H 0.375; H 0.396; H 0.387; H 0.310; H 0.439; H 0.242; H 0.220; H 0.316

=====

Entry 2:
# C16H34BF3N7O17

A cluster of 7 separate species, C16H34BF3N7O17 in total at a distorted geometry (the ωB97M-V functional and the def2-TZVPD basis, the OMol25 dataset).

Its total energy is -71193.0135 eV. The charge is -1. The value obtained for the highest occupied orbital energy is -4.337 eV. Its frontier orbital gap is 5.7 eV.

```
78
Properties=species:S:1:pos:R:3:forces:R:3
N -1.305 -4.626 -3.424 1.1247 3.0473 0.3339
C -0.969 -3.344 -3.455 -0.0202 -2.2454 0.4793
C 0.057 -2.722 -2.408 -0.1204 0.7654 -0.1323
C -0.056 -1.108 -2.269 0.9059 -0.1087 1.0617
C -1.541 -0.539 -2.146 -0.9248 -0.2569 -0.1512
C -2.129 -0.700 -0.647 -0.6454 1.0820 -1.3113
O -1.861 -2.011 -0.074 1.2255 1.8120 2.5471
C -1.201 -1.928 1.157 1.1950 -4.3473 0.1582
O -0.805 -3.008 1.676 -1.4570 3.6869 -1.4251
O 0.549 -0.609 -1.029 -0.2777 -1.6937 -1.5621
B 1.129 0.739 -1.364 -0.7964 0.4553 -0.1465
O 0.916 0.932 -2.840 -0.3407 -1.2911 -1.8099
C 0.982 -0.429 -3.301 0.0833 0.3832 1.1431
C 0.886 -0.738 -4.864 0.3000 1.2326 -0.9769
C 2.298 -1.266 -5.458 -0.2732 -0.5856 0.5463
O 2.763 -2.436 -4.710 -1.0827 0.5416 -1.4718
C 2.160 -1.744 -6.996 0.3834 0.1445 -0.5530
F 1.032 -2.602 -7.159 2.4075 1.8939 0.1013
F 2.031 -0.632 -7.883 0.1236 -2.7200 1.8109
F 3.291 -2.504 -7.425 -2.6216 1.8173 0.7651
H -0.782 -5.057 -2.631 -0.4929 0.2305 -0.5692
H -1.457 -2.734 -4.298 0.8504 -0.7092 1.4327
H 1.146 -2.912 -2.732 -1.6311 0.1420 0.2735
H -0.075 -3.244 -1.403 -0.0214 0.7484 -1.3376
H -2.303 -1.053 -2.839 1.1545 0.5168 0.8199
H -1.630 0.584 -2.391 0.5853 -1.6879 0.4157
H -3.274 -0.637 -0.775 1.6819 0.0540 0.4715
H -1.746 0.130 0.047 -0.5067 -1.2327 -1.1824
H -0.956 -0.967 1.716 -0.7627 -0.5906 -1.4509
H 0.478 1.530 -0.737 -0.0625 -0.0136 -0.0374
H 2.304 0.889 -1.213 0.8938 -0.3737 0.6004
H 2.015 -0.786 -2.920 -1.4740 -0.1361 -0.6952
H 0.667 0.242 -5.435 0.2095 -1.3539 0.9684
H 0.049 -1.455 -5.161 1.2461 0.7863 0.5816
H 3.135 -0.490 -5.328 -1.4223 -1.0779 -0.5292
H 2.165 -3.151 -5.016 0.4983 0.2898 0.5730
C -3.965 -6.864 -3.395 -0.3380 0.1644 -0.0865
N -3.356 -7.944 -2.575 0.1017 -0.0963 0.0845
O -4.109 -8.773 -2.089 0.3639 0.1647 -0.0798
O -2.145 -7.924 -2.448 -0.5501 -0.1580 0.0253
H -5.043 -7.010 -3.421 0.1673 -0.1204 0.0865
H -3.714 -5.913 -2.926 0.2096 -0.0886 -0.2016
H -3.542 -6.933 -4.396 0.1318 0.1499 0.1859
C -0.539 5.118 -1.487 0.0438 -0.1553 -0.2074
N -0.508 3.949 -0.571 0.5759 -0.2006 0.0300
O 0.575 3.452 -0.336 -0.6814 1.0781 0.4506
O -1.583 3.571 -0.121 0.2228 0.0484 -0.0054
H 0.477 5.340 -1.807 -0.1423 -0.1243 0.1045
H -1.162 4.852 -2.340 -0.0251 0.0697 0.1241
H -0.960 5.955 -0.935 -0.0601 -0.2216 -0.0855
C -0.367 -1.731 4.863 -0.1936 -0.0465 -0.2618
N 0.618 -0.882 5.581 -0.0555 0.0865 -0.0348
O 0.495 0.328 5.482 0.2900 -0.4656 0.2324
O 1.483 -1.458 6.219 -0.2369 0.3888 -0.1234
H -1.072 -1.087 4.341 0.1680 -0.0109 0.1055
H 0.185 -2.351 4.156 -0.0986 -0.0264 0.0822
H -0.879 -2.340 5.607 0.1731 -0.0241 -0.0669
C 3.865 -0.871 8.588 -0.0173 0.0973 -0.3123
N 4.485 -1.779 9.588 0.1800 -0.1287 0.0370
O 5.432 -2.454 9.222 -0.3554 0.1898 0.3257
O 3.998 -1.782 10.706 0.2499 -0.0734 -0.3665
H 4.397 -0.972 7.645 -0.0593 -0.0694 0.1723
H 2.823 -1.166 8.477 0.0971 0.1093 0.0529
H 3.950 0.145 8.972 -0.1132 -0.1317 0.0505
C 0.128 9.446 -0.201 0.0319 0.2423 0.2441
N 0.291 8.995 -1.608 0.0831 0.0536 -0.3407
O 0.701 9.811 -2.414 -0.1710 -0.4144 0.2259
O 0.001 7.836 -1.850 0.1761 0.7712 -0.0087
H 0.421 10.491 -0.132 -0.0203 -0.1568 -0.1199
H -0.921 9.320 0.065 0.1349 -0.1311 0.0015
H 0.771 8.823 0.420 -0.1710 -0.0439 -0.0644
C -0.855 3.032 6.206 0.0741 -0.2833 0.1590
N -1.903 3.666 5.364 -0.2110 -0.0380 -0.1808
O -2.719 2.932 4.836 0.2432 0.4419 0.1953
O -1.867 4.881 5.263 -0.0986 -0.4153 -0.0009
H -1.008 1.956 6.205 -0.0123 0.2167 -0.1063
H 0.112 3.284 5.773 -0.1095 0.0355 0.0872
H -0.955 3.435 7.213 0.0679 0.1106 -0.1510
```
Forces are in eV/Å.

How positive or negative is each atom? The Mulliken charges in e answer that: N -0.680; C 0.021; C -0.754; C 0.644; C -0.738; C -0.501; O -0.320; C 0.450; O -0.596; O -0.777; B 1.442; O -0.884; C -0.239; C -0.667; C -0.221; O -0.531; C 0.602; F -0.240; F -0.268; F -0.264; H 0.216; H 0.267; H 0.346; H 0.394; H 0.341; H 0.332; H 0.312; H 0.163; H 0.264; H -0.393; H -0.349; H 0.315; H 0.402; H 0.194; H 0.374; H 0.400; C -0.587; N 0.853; O -0.548; O -0.505; H 0.316; H 0.201; H 0.250; C -0.812; N 0.961; O -0.492; O -0.581; H 0.306; H 0.302; H 0.313; C -0.753; N 0.906; O -0.526; O -0.547; H 0.239; H 0.352; H 0.313; C -0.663; N 0.866; O -0.518; O -0.529; H 0.293; H 0.263; H 0.288; C -0.727; N 0.852; O -0.518; O -0.514; H 0.319; H 0.280; H 0.277; C -0.644; N 0.907; O -0.517; O -0.546; H 0.237; H 0.278; H 0.299